Here is the molecule C23H26NO4P at a distorted geometry from the OMol25 dataset. Energies are from ωB97M-V/def2-TZVPD.

Results
* gap between HOMO and LUMO: 8.37 eV
* SMILES: COc1ccc([C@H](O)[P@](=O)(OCc2ccccc2)c2ccc(N(C)C)cc2)cc1
* calculated total energy: -43243.052 eV

The geometry in ORCA input format:
```
! wB97M-V def2-TZVPD RIJCOSX def2/J DEFGRID3
* xyz 0 1
C 0.191 -4.158 -2.148
C -0.274 -3.000 -2.747
C 0.399 -1.796 -2.602
C -0.195 -0.538 -3.172
C 1.558 -1.770 -1.834
C 2.034 -2.919 -1.238
C 1.352 -4.126 -1.384
H -0.363 -5.073 -2.283
H -1.181 -3.032 -3.331
O 0.717 0.459 -3.527
H -0.787 -0.761 -4.067
H 1.096 0.827 -2.720
H 2.110 -0.849 -1.706
H 2.934 -2.905 -0.645
O 1.900 -5.200 -0.747
C 1.259 -6.447 -0.864
H 1.218 -6.783 -1.905
H 0.245 -6.418 -0.451
H 1.863 -7.144 -0.285
P -1.379 -0.004 -1.835
O -2.453 -0.961 -1.543
O -1.912 1.390 -2.465
C -3.084 1.950 -1.874
C -2.758 2.502 -0.515
C -2.207 3.769 -0.378
C -1.793 4.221 0.862
C -1.922 3.408 1.975
C -2.477 2.146 1.847
C -2.894 1.695 0.608
H -3.319 0.707 0.503
H -2.579 1.509 2.713
H -1.592 3.759 2.942
H -1.364 5.208 0.959
H -2.094 4.397 -1.250
H -3.851 1.171 -1.797
H -3.415 2.732 -2.563
C -0.336 0.439 -0.423
C 0.374 1.632 -0.369
C 1.130 1.947 0.737
C 1.208 1.073 1.835
N 1.944 1.400 2.938
C 2.165 0.445 3.996
H 2.448 -0.522 3.579
H 2.983 0.790 4.625
H 1.276 0.311 4.624
C 2.376 2.759 3.156
H 2.622 2.897 4.207
H 1.580 3.462 2.900
H 3.264 3.002 2.561
C 0.509 -0.143 1.750
C -0.246 -0.448 0.641
H -0.797 -1.375 0.587
H 0.536 -0.846 2.567
H 1.671 2.879 0.745
H 0.310 2.333 -1.189
*
```


Here is a structure of composition C23H27AgClN3O3Sb from the OMol25 dataset. Energies are from ωB97M-V/def2-TZVPD.

Results
* gap between HOMO and LUMO: 7.01 eV
* calculated total energy: -57961.992 eV

The geometry in ORCA input format:
```
! wB97M-V def2-TZVPD RIJCOSX def2/J DEFGRID3
* xyz -1 1
Ag -0.844 -1.802 -0.588
C -3.064 1.300 0.788
C -2.794 0.794 -0.595
C -3.829 0.316 -1.397
C -3.545 -0.141 -2.665
C -2.235 -0.101 -3.119
C -1.257 0.375 -2.257
N -1.530 0.811 -1.019
Sb 0.726 0.727 -3.024
C 0.904 2.511 -1.797
C 0.384 3.715 -2.274
C 0.385 4.821 -1.447
C 0.913 4.702 -0.172
C 1.440 3.477 0.221
C 2.052 3.277 1.579
N 1.440 2.412 -0.580
C 2.144 -0.437 -1.904
C 3.287 -0.777 -2.631
C 4.298 -1.481 -2.007
C 4.136 -1.833 -0.679
C 2.965 -1.468 -0.030
C 2.708 -1.852 1.399
N 1.994 -0.778 -0.632
H -3.966 1.915 0.800
H -2.214 1.881 1.140
H -3.226 0.463 1.469
H -4.837 0.288 -1.003
H -4.334 -0.531 -3.298
H -1.967 -0.459 -4.104
H -0.031 3.767 -3.274
H -0.026 5.766 -1.784
H 0.917 5.542 0.512
H 1.714 4.036 2.286
H 3.141 3.324 1.516
H 1.783 2.291 1.954
H 3.365 -0.504 -3.676
H 5.194 -1.761 -2.547
H 4.897 -2.393 -0.151
H 3.540 -2.411 1.828
H 1.810 -2.470 1.448
H 2.543 -0.959 2.005
C -0.668 -2.821 2.847
C -1.387 -1.500 2.593
C -1.471 -0.665 3.857
O -0.694 -0.739 1.583
C -2.797 -1.839 2.019
O -3.714 -1.929 2.850
O -2.863 -2.019 0.776
H 0.327 -2.649 3.273
H -0.568 -3.381 1.915
H -1.245 -3.418 3.554
H -0.464 -0.458 4.236
H -2.047 -1.191 4.615
H -1.970 0.282 3.650
H 0.246 -0.685 1.786
Cl 0.271 -2.480 -3.738
C -0.059 -3.192 -2.050
H 0.887 -3.672 -1.789
H -0.764 -3.996 -2.267
*
```


Here is a structure of composition C23H27BN5O5PS3W from the OMol25 dataset. Energies are from ωB97M-V/def2-TZVPD.

Results
* gap between HOMO and LUMO: 6.23 eV
* energy relative to the best compared isomer or geometry (same formula, charge and spin): 0.000 eV
* calculated total energy: -86260.881 eV

The geometry in ORCA input format:
```
! wB97M-V def2-TZVPD RIJCOSX def2/J DEFGRID3
* xyz 2 1
W 0.121 0.592 -0.201
C -3.490 2.182 3.230
N -3.596 1.083 2.271
C -4.766 0.505 1.831
C -4.419 -0.466 0.956
N -3.045 -0.483 0.862
B -2.143 -1.485 0.106
N -2.443 -1.594 -1.395
C -3.577 -2.125 -1.979
C -3.390 -2.136 -3.316
N -2.134 -1.620 -3.549
C -1.499 -1.482 -4.860
C -1.575 -1.315 -2.370
S 0.075 -0.783 -2.235
C -2.572 0.462 1.672
S -0.899 0.822 2.008
H -4.492 2.453 3.547
H -3.017 3.041 2.757
H -2.912 1.870 4.097
H -5.730 0.835 2.176
H -5.049 -1.137 0.402
H -2.060 -2.543 0.654
H -0.988 -0.984 0.173
H -4.420 -2.463 -1.405
H -4.031 -2.460 -4.117
H -2.273 -1.523 -5.619
H -0.787 -2.289 -5.022
H -0.987 -0.525 -4.916
O -3.414 1.422 -1.883
C -2.289 1.803 -1.771
O -1.498 1.282 -0.774
C -1.616 2.820 -2.592
C -2.413 3.506 -3.509
C -1.878 4.499 -4.304
C -0.529 4.816 -4.194
C 0.279 4.142 -3.296
C -0.257 3.139 -2.487
S 0.955 2.390 -1.450
H -3.460 3.242 -3.571
H -2.506 5.029 -5.007
H -0.099 5.591 -4.815
H 1.331 4.383 -3.224
O 1.145 -1.100 0.715
N 2.245 -0.959 0.064
O 3.187 -1.642 0.171
O 2.162 0.073 -0.719
C 3.349 2.210 0.846
P 1.672 1.989 1.491
C 0.946 3.647 1.671
C 1.948 1.398 3.180
C 2.064 0.045 3.498
C 2.408 -0.338 4.786
C 2.642 0.622 5.759
C 2.533 1.970 5.448
C 2.188 2.362 4.164
H 3.845 2.909 1.523
H 3.366 2.602 -0.167
H 3.884 1.262 0.882
H 1.741 4.382 1.803
H 0.298 3.657 2.544
H 0.372 3.913 0.788
H 1.873 -0.721 2.762
H 2.492 -1.388 5.027
H 2.914 0.321 6.762
H 2.718 2.721 6.203
H 2.118 3.418 3.943
*
```


Here is the molecule C23H27ClN2O6S at a distorted geometry from the OMol25 dataset. Energies are from ωB97M-V/def2-TZVPD.

Results
* gap between HOMO and LUMO: 8.82 eV
* SMILES: Cc1cc(Cl)c(S(=O)(=O)Nc2ccc3c(c2)OCCO3)cc1OCC(=O)NC1CCCCC1
* energy relative to the best compared isomer or geometry (same formula, charge and spin): 0.000 eV
* calculated total energy: -62912.256 eV

The geometry in ORCA input format:
```
! wB97M-V def2-TZVPD RIJCOSX def2/J DEFGRID3
* xyz 0 1
C -2.738 -1.782 -3.538
C -2.482 -1.800 -2.066
C -3.414 -2.293 -1.172
C -3.168 -2.278 0.196
C -1.953 -1.821 0.661
C -1.008 -1.322 -0.217
C -1.264 -1.284 -1.580
O -0.435 -0.739 -2.499
C 0.759 -0.139 -2.043
C 1.696 -1.150 -1.353
O 1.752 -2.309 -1.697
N 2.426 -0.612 -0.361
H 2.305 0.356 -0.109
C 3.329 -1.390 0.469
C 3.028 -1.157 1.951
C 3.425 0.247 2.402
C 4.893 0.523 2.090
C 5.164 0.353 0.598
C 4.791 -1.056 0.147
H 5.428 -1.779 0.660
H 4.955 -1.166 -0.927
H 6.220 0.534 0.388
H 4.586 1.089 0.034
H 5.158 1.535 2.404
H 5.518 -0.176 2.650
H 3.246 0.340 3.474
H 2.799 0.994 1.907
H 3.592 -1.890 2.530
H 1.966 -1.321 2.147
H 3.134 -2.436 0.208
H 0.535 0.706 -1.379
H 1.249 0.226 -2.950
H -0.084 -0.980 0.214
S -1.623 -1.606 2.410
O -0.270 -1.158 2.550
O -2.048 -2.711 3.207
N -2.663 -0.325 2.778
C -2.784 0.655 1.787
C -1.626 1.210 1.260
C -1.694 2.088 0.190
C -2.934 2.436 -0.351
C -4.091 1.933 0.230
C -4.022 1.044 1.284
H -4.928 0.637 1.706
H -5.040 2.232 -0.183
O -3.050 3.252 -1.450
C -1.839 3.405 -2.154
C -0.697 3.683 -1.178
H 0.248 3.832 -1.703
O -0.512 2.574 -0.323
H -0.935 4.576 -0.586
H -1.983 4.238 -2.843
H -1.615 2.490 -2.721
H -0.669 0.943 1.674
H -3.543 -0.667 3.135
Cl -4.369 -2.801 1.306
H -4.356 -2.676 -1.533
H -3.671 -2.281 -3.779
H -1.917 -2.272 -4.057
H -2.779 -0.754 -3.896
*
```